DFT (ωB97M-V/def2-TZVPD) results for one molecule with the formula C8H9ClN2O.

* orbital gap: 8.9 eV
* structure (SMILES): C[C@H]1CCc2c1c(Cl)nc[n+]2[O-]
* multiplicity: 1
* F_max: 4.10 eV/A

Geometry (Å):
C -1.26 2.19 -0.36
C -0.90 0.92 0.40
C -1.82 -0.24 0.23
C -1.00 -1.53 0.20
C 0.43 -1.16 -0.04
C 0.44 0.34 -0.03
C 1.71 0.91 -0.03
Cl 2.04 2.59 0.04
N 2.82 0.15 -0.09
C 2.73 -1.17 -0.08
N 1.58 -1.90 -0.17
O 1.63 -3.13 -0.09
H -2.14 1.85 -1.09
H -0.34 2.51 -0.99
H -1.52 2.98 0.34
H -0.74 1.24 1.49
H -2.30 -0.01 -0.75
H -2.63 -0.33 0.87
H -1.34 -2.19 -0.66
H -0.97 -2.34 1.03
H 3.59 -1.68 -0.21